{
  "formula": "C17H22NO3",
  "method": "the ωB97M-V functional and the def2-TZVPD basis",
  "species": ["C", "C", "C", "C", "N", "C", "C", "C", "C", "C", "O", "C", "C", "C", "C", "O", "C", "C", "O", "C", "C", "H", "H", "H", "H", "H", "H", "H", "H", "H", "H", "H", "H", "H", "H", "H", "H", "H", "H", "H", "H", "H", "H"],
  "xyz": [[3.46, -0.54, 3.60], [3.32, -0.44, 2.29], [2.43, 0.56, 1.61], [1.30, -0.12, 0.84], [0.44, -0.90, 1.83], [0.74, -2.37, 1.93], [0.41, -3.06, 0.65], [-0.73, -3.67, 0.21], [-0.45, -4.13, -1.09], [0.83, -3.77, -1.36], [1.36, -3.12, -0.31], [0.38, 0.81, 0.08], [0.46, 2.18, 0.11], [-0.45, 2.94, -0.61], [-1.47, 2.37, -1.36], [-2.38, 3.09, -2.05], [-2.28, 4.50, -2.08], [-1.56, 0.96, -1.39], [-2.48, 0.21, -2.04], [-3.40, 0.77, -2.95], [-0.64, 0.22, -0.67], [4.12, -1.26, 4.05], [2.94, 0.12, 4.28], [3.88, -1.09, 1.63], [3.03, 1.12, 0.89], [2.03, 1.26, 2.34], [1.72, -0.86, 0.15], [-0.54, -0.78, 1.53], [0.56, -0.47, 2.75], [0.14, -2.78, 2.74], [1.80, -2.48, 2.16], [-1.65, -3.79, 0.76], [-1.12, -4.66, -1.74], [1.45, -3.91, -2.22], [1.23, 2.69, 0.66], [-0.35, 4.02, -0.58], [-2.41, 4.93, -1.08], [-3.10, 4.83, -2.72], [-1.33, 4.83, -2.51], [-4.11, 1.43, -2.46], [-2.90, 1.31, -3.76], [-3.94, -0.09, -3.37], [-0.73, -0.86, -0.75]],
  "fmax_ev_per_a": 1.0,
  "e_lumo_ev": -2.445,
  "total_charge": 1,
  "homo_lumo_gap_ev": 8.61,
  "homo_energy_ev": -11.05,
  "de_lowest_kj_mol": 270.20
}